Arrangement a

Computed, not measured: a molecular structure, H14O7Ti, with ωB97M-V/def2-TZVPD.

Last column: Mulliken spin population.
Element x y z (Å)
Ti: -0.181 0.116 0.181  2.992
O: 1.749 -0.436 1.557  -0.006
H: 2.173 0.427 1.415  0.011
H: 1.663 -0.554 2.512  0.000
O: 1.393 -2.971 -0.197  0.020
H: 1.175 -2.325 0.492  0.011
H: 2.259 -2.699 -0.522  -0.001
O: -0.578 1.608 -1.862  -0.026
H: -1.199 1.026 -2.325  0.008
H: -0.632 2.453 -2.333  0.010
O: -2.650 0.150 0.506  0.002
H: -3.175 0.777 1.017  0.006
H: -3.297 -0.480 0.165  0.004
O: -0.455 1.704 1.917  -0.027
H: -0.164 1.828 2.830  0.012
H: -1.376 1.981 1.909  0.005
O: 2.025 0.970 -0.726  -0.012
H: 1.358 1.348 -1.331  0.001
H: 2.835 0.970 -1.252  0.005
O: -0.858 -1.612 -1.217  -0.018
H: -1.657 -1.827 -1.713  0.008
H: -0.407 -2.455 -1.023  -0.006

Values from the calculation:
- <S²>: 3.7512
- HOMO-LUMO gap (spin up / spin down): 4.88 / 11.06 eV
- LUMO level (spin up / spin down): -3.07 / -3.37 eV
- 2S+1: 4
- Net charge: +1
- HOMO level (spin up / spin down): -7.950 / -14.434 eV



Arrangement b

Computed, not measured: a molecular structure, H14O7Ti, with ωB97M-V/def2-TZVPD.

Last column: Mulliken spin population.
Element x y z (Å)
Ti: 7.298 -19.225 -20.253  2.691
O: 7.136 -20.449 -19.101  -0.512
H: 7.903 -20.719 -18.596  0.287
H: 6.489 -21.136 -18.939  0.149
O: 8.053 -18.210 -19.067  -0.319
H: 8.728 -18.565 -18.487  0.237
H: 8.346 -17.319 -19.259  0.134
O: 5.799 -19.007 -19.729  0.031
H: 4.844 -18.951 -19.743  0.029
H: 6.018 -19.154 -18.809  0.105
O: 6.860 -17.727 -21.040  -0.179
H: 6.242 -17.003 -20.938  0.038
H: 7.656 -17.317 -21.379  0.084
O: 6.710 -20.188 -21.451  -0.321
H: 6.522 -21.126 -21.418  0.201
H: 6.703 -19.975 -22.384  0.066
O: 8.760 -20.004 -20.691  0.113
H: 9.576 -19.996 -20.191  0.113
H: 8.601 -20.930 -20.876  0.067
O: 5.127 -18.538 -21.946  -0.056
H: 4.950 -19.463 -21.775  0.029
H: 5.887 -18.334 -21.402  0.014

Values from the calculation:
- <S²>: 3.7532
- HOMO-LUMO gap (spin up / spin down): 4.15 / 11.02 eV
- LUMO level (spin up / spin down): -3.53 / -4.00 eV
- 2S+1: 4
- Net charge: +1
- HOMO level (spin up / spin down): -7.680 / -15.020 eV



Most favorable structure: arrangement a. The second most favorable one is 0.6645 hartree above it.



Arrangement a

Computed, not measured: 4 unconnected molecules or ions with the total composition C6H10Cl10, with ωB97M-V/def2-TZVPD.

Last column: Mulliken charge in e.
Element x y z (Å)
Cl: -2.693 6.248 3.482  -0.121
C: -3.796 6.922 2.206  0.061
Cl: -4.442 5.693 1.113  -0.119
Cl: -2.971 8.166 1.279  -0.108
H: -4.710 7.331 2.635  0.287
Cl: 0.743 -2.822 -3.958  -0.107
C: 0.254 -1.310 -4.811  0.027
Cl: -1.461 -0.903 -4.388  -0.119
Cl: 0.265 -1.653 -6.579  -0.119
H: 0.898 -0.454 -4.612  0.318
Cl: 6.748 -0.559 -0.196  -0.197
C: 6.286 -2.233 -0.395  -0.470
C: 5.200 -2.691 0.558  -0.339
Cl: 5.262 -4.444 0.495  -0.194
H: 7.193 -2.818 -0.246  0.296
H: 6.005 -2.450 -1.426  0.329
H: 4.286 -2.377 0.055  0.241
H: 5.212 -2.415 1.612  0.333
Cl: -4.369 -2.334 3.055  -0.175
C: -4.084 -1.476 1.540  -0.387
C: -3.135 -0.265 1.635  -0.457
Cl: -1.389 -0.644 1.783  -0.186
H: -5.003 -1.046 1.143  0.284
H: -3.587 -2.193 0.886  0.295
H: -3.470 0.414 2.420  0.345
H: -3.243 0.313 0.717  0.281

Values from the calculation:
- SMILES: ClC(Cl)Cl.ClC(Cl)Cl.ClCCCl.ClCCCl
- HOMO-LUMO gap: 11.06 eV
- LUMO level: 0.25 eV
- 2S+1: 1
- Net charge: 0
- HOMO level: -10.813 eV



Arrangement b

Computed, not measured: 4 unconnected molecules or ions with the total composition C6H10Cl10, with ωB97M-V/def2-TZVPD.

Last column: Mulliken charge in e.
Element x y z (Å)
Cl: 2.076 -1.720 3.994  -0.102
C: 2.852 -2.367 2.644  0.101
Cl: 3.023 -1.196 1.250  -0.148
Cl: 2.201 -3.897 2.216  -0.107
H: 3.898 -2.514 2.911  0.255
Cl: 7.054 -3.502 7.742  -0.105
C: 8.072 -4.730 8.470  0.052
Cl: 9.810 -4.416 7.995  -0.128
Cl: 7.493 -6.356 8.027  -0.109
H: 7.998 -4.599 9.549  0.290
Cl: 3.937 2.222 12.023  -0.191
C: 2.442 2.932 11.608  -0.498
C: 1.676 1.962 10.755  -0.407
Cl: 0.066 2.858 10.458  -0.220
H: 2.527 3.957 11.248  0.358
H: 1.950 3.204 12.542  0.312
H: 1.609 1.005 11.273  0.333
H: 2.172 1.785 9.801  0.312
Cl: 2.037 1.630 -7.046  -0.203
C: 0.973 0.968 -5.763  -0.428
C: -0.231 0.369 -6.467  -0.409
Cl: -1.258 -0.383 -5.301  -0.193
H: 0.853 1.683 -4.949  0.352
H: 1.549 0.139 -5.352  0.270
H: 0.015 -0.436 -7.159  0.293
H: -0.800 1.113 -7.026  0.318

Values from the calculation:
- SMILES: ClC(Cl)Cl.ClC(Cl)Cl.ClCCCl.ClCCCl
- HOMO-LUMO gap: 11.15 eV
- LUMO level: 0.28 eV
- 2S+1: 1
- Net charge: 0
- HOMO level: -10.874 eV



Most favorable structure: arrangement a. The second most favorable one is 0.0068 hartree above it.



Arrangement a

Computed, not measured: a molecular structure, C4H6IN, with ωB97M-V/def2-TZVPD.

Last column: Mulliken charge in e.
Element x y z (Å)
C: -0.175 1.889 -0.286  -0.142
C: 0.091 0.650 -0.193  0.105
C: -1.273 1.038 0.261  -0.563
C: 0.384 -1.682 -0.102  -0.655
N: 0.933 -0.486 -0.577  -0.418
I: 2.867 -0.117 0.010  0.117
H: 0.219 2.853 -0.057  0.334
H: -1.459 1.169 1.331  0.161
H: -2.212 0.813 -0.305  0.225
H: -0.764 -1.674 -0.454  0.300
H: 0.784 -2.656 -0.638  0.253
H: 0.606 -1.798 1.010  0.284

Values from the calculation:
- HOMO-LUMO gap: 8.33 eV
- LUMO level: -0.26 eV
- 2S+1: 1
- Net charge: 0
- HOMO level: -8.585 eV



Arrangement b

Computed, not measured: C4H6IN in the gas phase, with ωB97M-V/def2-TZVPD.

Last column: Mulliken charge in e.
Element x y z (Å)
I: 3.569 -0.629 -0.064  0.076
N: 1.801 0.226 0.776  -0.617
C: 0.881 0.804 -0.224  -0.451
C: -0.443 0.037 -0.423  0.071
C: -1.255 -0.899 -0.825  -0.142
C: -1.707 -0.189 0.360  -0.581
H: 1.300 -0.553 1.312  0.346
H: 0.496 1.691 0.346  0.244
H: 1.346 1.078 -1.174  0.366
H: -1.650 -1.511 -1.691  0.307
H: -2.440 0.647 0.301  0.163
H: -1.898 -0.703 1.307  0.218

Values from the calculation:
- SMILES: INCC1=CC1
- HOMO-LUMO gap: 8.53 eV
- LUMO level: -0.41 eV
- 2S+1: 1
- Net charge: 0
- HOMO level: -8.937 eV



Most favorable structure: arrangement b. The second most favorable one is 0.0088 hartree above it.



Arrangement a

Computed, not measured: C2H8N4S in the gas phase, with ωB97M-V/def2-TZVPD.

Last column: Mulliken charge in e.
Element x y z (Å)
C: 1.305 -1.388 0.950  -0.788
S: 0.624 -1.126 -0.759  -0.141
C: -0.202 0.357 -0.072  0.341
N: 0.068 1.620 0.003  -0.396
N: 1.551 1.819 0.015  -0.501
N: -1.480 0.120 0.667  -0.177
N: -2.651 -0.091 -0.091  -0.569
H: 1.922 -0.390 1.105  0.278
H: 0.575 -1.599 1.763  0.304
H: 2.085 -2.220 1.110  0.327
H: 1.647 2.838 -0.442  0.281
H: 1.997 1.119 -0.578  0.240
H: -1.723 1.071 1.009  0.310
H: -2.516 0.212 -0.988  0.239
H: -2.999 -1.113 -0.258  0.252

Values from the calculation:
- SMILES: CS/C(=N\N)NN
- HOMO-LUMO gap: 9.52 eV
- LUMO level: 0.55 eV
- 2S+1: 1
- Net charge: 0
- HOMO level: -8.970 eV



Arrangement b

Computed, not measured: 2 unconnected molecules or ions with the total composition C2H8N4S, with ωB97M-V/def2-TZVPD.

Last column: Mulliken charge in e.
Element x y z (Å)
C: -0.154 -0.353 0.398  0.725
C: 1.199 -0.529 0.847  -0.817
H: 1.052 2.306 0.658  0.256
H: 0.431 2.148 -1.257  0.286
H: -1.884 1.027 0.547  0.378
H: 1.522 -1.346 1.430  0.393
H: 1.439 0.364 1.400  0.224
H: 2.619 -1.885 -0.941  0.151
H: -2.548 -1.930 -0.767  0.242
H: -2.134 -0.093 -1.253  0.305
N: -0.061 2.184 -0.185  -0.702
N: -0.827 0.881 0.007  -0.302
N: -0.938 -1.385 0.166  -0.437
N: -2.115 -0.977 -0.542  -0.467
S: 2.400 -0.413 -0.507  -0.236

Values from the calculation:
- HOMO-LUMO gap: 8.53 eV
- LUMO level: 0.43 eV
- 2S+1: 1
- Net charge: 0
- HOMO level: -8.101 eV



Most favorable structure: arrangement a. The second most favorable one is 0.0900 hartree above it.



Arrangement a

Computed, not measured: C10H13N3OS in the gas phase, with ωB97M-V/def2-TZVPD.

Last column: Mulliken charge in e.
Element x y z (Å)
C: 3.385 -0.439 2.533  -1.165
C: 1.944 -1.048 2.664  -0.592
C: 1.066 -0.518 1.597  0.678
N: 0.749 -1.443 0.729  -0.505
C: -0.069 -1.154 -0.404  0.149
S: -0.715 -2.318 -1.612  -0.280
C: -1.629 -1.023 -2.337  0.682
C: -2.551 -1.353 -3.537  -1.126
C: -1.376 0.189 -1.669  -0.271
C: -2.067 1.412 -2.007  -1.314
C: -0.438 0.078 -0.682  0.715
C: 0.054 1.113 0.248  0.304
O: -0.070 2.313 -0.073  -0.682
N: 0.591 0.750 1.523  0.183
N: 0.780 1.842 2.491  -0.819
H: 4.021 -0.757 3.286  0.421
H: 3.871 -0.902 1.650  0.323
H: 3.348 0.651 2.339  0.264
H: 1.562 -0.914 3.675  0.327
H: 2.031 -2.188 2.609  0.267
H: -1.995 -1.349 -4.520  0.260
H: -3.496 -0.692 -3.502  0.342
H: -3.012 -2.365 -3.434  0.362
H: -2.818 1.738 -1.325  0.303
H: -1.429 2.339 -2.118  0.297
H: -2.658 1.272 -2.988  0.308
H: 1.029 2.643 1.924  0.298
H: -0.107 2.121 2.944  0.272

Values from the calculation:
- SMILES: CCc1nc2sc(C)c(C)c2c(=O)n1N
- HOMO-LUMO gap: 8.69 eV
- LUMO level: 0.73 eV
- 2S+1: 1
- Net charge: 0
- HOMO level: -7.957 eV



Arrangement b

Computed, not measured: C10H13N3OS in the gas phase, with ωB97M-V/def2-TZVPD.

Last column: Mulliken charge in e.
Element x y z (Å)
C: 2.592 2.260 -0.085  -1.434
C: 1.838 1.047 -0.662  0.124
O: 0.432 1.241 -0.534  -0.426
C: 2.354 -0.245 -0.002  -0.716
S: 1.678 -1.776 -0.681  -0.112
C: 0.505 -2.300 0.610  -1.218
C: -0.508 -1.296 0.982  0.663
C: -0.601 -0.493 2.100  -0.560
N: -1.601 0.432 2.024  -0.661
C: -2.144 0.238 0.825  0.380
N: -3.194 0.886 0.291  -0.609
C: -3.535 0.556 -0.918  -0.058
C: -2.879 -0.430 -1.707  -0.669
C: -1.856 -1.125 -1.141  0.115
N: -1.509 -0.818 0.153  0.182
H: 2.413 2.344 0.998  0.363
H: 2.242 3.165 -0.571  0.336
H: 3.664 2.185 -0.260  0.436
H: 2.004 0.966 -1.736  0.345
H: 0.248 1.428 0.410  0.333
H: 3.446 -0.268 -0.151  0.518
H: 2.190 -0.201 1.093  0.249
H: 0.057 -3.199 0.162  0.416
H: 1.016 -2.608 1.522  0.440
H: 0.036 -0.530 2.969  0.445
H: -4.399 1.089 -1.338  0.390
H: -3.219 -0.659 -2.713  0.371
H: -1.270 -1.892 -1.639  0.355

Values from the calculation:
- SMILES: C[C@H](O)CSCc1cnc2ncccn12
- HOMO-LUMO gap: 8.73 eV
- LUMO level: 0.38 eV
- 2S+1: 1
- Net charge: 0
- HOMO level: -8.351 eV



Most favorable structure: arrangement b. The second most favorable one is 0.0525 hartree above it.